(1)
C27H34N8O2Zr as an isolated structure. Source: the OMol25 dataset; level of theory: the ωB97M-V functional and the def2-TZVPD basis.

Its spin multiplicity is 1. As for the net charge: +4. The calculation puts the maximum force at 0.00647 hartree/bohr. As for the total energy: -45811.68612 eV. Its HOMO-LUMO gap is 5.85 eV.

Last column: Mulliken charge in e.
Positions of all 72 atoms, in Å:
Zr (-0.12035, -0.49996, 0.27214)  0.8782
O (-0.54884, 2.22476, 6.64574)  -0.5135
O (-1.44469, 0.40300, 4.18736)  -0.5848
N (-0.61738, -1.65248, -3.94441)  -0.6418
N (-0.65334, -1.41495, -1.57405)  -0.2798
N (-2.66000, -1.14431, -2.84962)  -0.6149
N (-2.20307, 2.36101, 5.06446)  -0.1887
N (-2.36987, -0.70517, -5.08975)  -0.2436
N (-2.12104, -1.43253, 0.65452)  -0.0035
N (0.92528, -2.74365, -2.68656)  -0.2039
N (-1.15159, 1.43065, 0.45424)  -0.1164
C (-2.50641, 3.21269, 2.07831)  -0.2769
C (-4.20607, -1.70524, -0.48795)  -0.6845
C (2.46651, -0.52042, -0.68512)  1.1036
C (1.81070, 1.36891, 0.74521)  0.3358
C (1.64504, -1.84221, 2.83203)  -1.9968
C (-2.06860, -1.29477, -1.73343)  -0.0294
C (3.21092, -0.88402, -1.93851)  -1.8292
C (-4.83020, -1.97240, 0.73018)  -0.5369
C (-1.71310, 2.52744, -0.09450)  -0.2947
C (1.70854, 1.08799, 3.25321)  -1.5027
C (2.30690, -1.41143, 0.41197)  1.8041
C (-1.86345, 1.55358, 4.07160)  0.3554
C (1.68388, 2.84530, 0.96276)  -1.6043
C (-0.10954, -1.92506, -2.77268)  0.4843
C (-2.85219, -1.45874, -0.48908)  0.6882
C (-2.73284, -1.66407, 1.83294)  -0.0897
C (2.05241, 0.83737, -0.54366)  1.0468
C (-1.92477, 2.07823, 2.63950)  -0.1246
C (-1.91687, 1.99628, 6.45404)  -0.4636
C (1.88941, -0.89701, 1.67853)  0.1081
C (-1.84642, -1.14008, -3.97925)  0.3337
C (-4.08213, -1.95994, 1.90147)  -0.9636
C (-2.39553, 3.42831, 0.70227)  -1.2416
C (2.63913, -2.88161, 0.32520)  -2.3979
C (2.08610, 1.74759, -1.74010)  -2.2385
C (1.79015, 0.50528, 1.87547)  1.2597
C (-1.26675, 1.24380, 1.76738)  0.2056
H (0.96332, 1.87606, 3.34472)  0.3677
H (-3.05377, 3.93182, 2.67710)  0.5734
H (-2.17686, 0.94557, 6.58090)  0.3000
H (2.60492, 3.20811, 1.43165)  0.3861
H (4.08208, -0.22390, -1.99384)  0.4154
H (-1.84677, -0.74504, -5.95632)  0.2994
H (1.30251, 2.50189, -1.70491)  0.4960
H (3.05047, -3.16647, -0.63619)  0.4590
H (-1.61305, 2.65376, -1.16400)  0.6349
H (1.99447, 1.20841, -2.67763)  0.4029
H (-2.54636, 2.61059, 7.09629)  0.4252
H (-3.34323, -0.43160, -5.12200)  0.2845
H (3.58412, -1.90010, -1.94236)  0.4159
H (1.25521, -3.17166, -3.54420)  0.2870
H (-4.53526, -2.17488, 2.85987)  0.5215
H (-2.13259, -1.60269, 2.73445)  0.6135
H (2.55872, -1.94198, 3.42855)  0.4478
H (1.17639, -3.17836, -1.81472)  0.2054
H (3.39048, -3.13806, 1.07540)  0.4135
H (1.77503, -3.51788, 0.53618)  0.5198
H (0.87293, -1.48148, 3.51391)  0.4827
H (3.03998, 2.28492, -1.76479)  0.4382
H (-0.81507, 0.36500, 2.28578)  0.9808
H (0.87739, 3.09422, 1.65290)  0.2842
H (2.63880, -0.72121, -2.84789)  0.4263
H (1.53541, 0.35611, 4.03361)  0.4525
H (1.37994, -2.84454, 2.50416)  0.4045
H (-5.88940, -2.19719, 0.75554)  0.5176
H (-2.84986, 4.30238, 0.25415)  0.5341
H (1.55645, 3.40845, 0.04630)  0.4853
H (2.67430, 1.56206, 3.46486)  0.4117
H (-2.44533, 3.32225, 4.87660)  0.2189
H (-0.36733, 2.46463, 7.56267)  0.3500
H (-4.75779, -1.72446, -1.41791)  0.6068

Forces on atoms 1 to 3 (eV/Å):
Zr 0.1 0.2 -0.2
O 0.0 0.0 0.0
O 0.0 0.0 0.0



(2)
A 2-piece molecular cluster, C27H34NO6S overall in a non-equilibrium geometry. Source: the OMol25 dataset; level of theory: the ωB97M-V functional and the def2-TZVPD basis.

Its spin multiplicity is 1. As for the net charge: -1. The calculation puts the maximum force at 0.03318 hartree/bohr. As for the total energy: -53156.72418 eV. Its HOMO-LUMO gap is 1.21 eV.

Last column: Mulliken charge in e.
Positions of all 69 atoms, in Å:
S (-4.36871, 6.03232, 4.42670)  1.2556
O (-4.93328, 7.26449, 3.83129)  -0.6791
O (-5.12979, 4.85955, 3.93304)  -0.6698
O (-2.94431, 5.90936, 4.02844)  -0.6434
O (-0.57783, 1.31372, 1.81487)  -0.4128
O (-4.45895, 6.08933, 5.90467)  -0.6962
O (-4.17509, -1.34306, -2.03173)  -0.4368
N (3.67141, -1.53861, -0.58397)  -0.0378
C (-0.92088, 2.54079, 4.47699)  -0.1832
C (5.51645, -4.77794, -2.55033)  -0.6436
C (-3.09034, 1.55394, 4.46760)  -0.5395
C (2.96881, -0.62528, 0.16034)  -0.3063
C (-0.38108, 0.71710, -2.89133)  -0.3743
C (5.23061, -3.62461, -4.64120)  -0.6803
C (5.70877, -4.71505, -3.92288)  -0.4543
C (-0.55200, -0.78617, -3.18321)  -0.4120
C (2.73355, -0.72476, -2.60747)  -0.4334
C (-3.47819, 2.29476, 5.56736)  -0.4883
C (1.09396, 1.18643, -2.66702)  -1.8598
C (-1.52601, 0.75151, 2.73113)  -0.4901
C (-2.56662, 3.17649, 6.14388)  -0.3867
C (1.98841, 0.23125, -1.90181)  0.5756
C (-1.30895, 3.28654, 5.57967)  -0.4370
C (-2.98307, -0.60742, -2.25484)  -0.0106
C (-2.03247, -1.26954, -3.26410)  -0.6601
C (2.13774, 0.23512, -0.46867)  0.6365
C (0.33697, 0.38335, 1.30972)  0.4403
C (4.53888, -2.59595, -4.04200)  -0.4155
C (-1.82114, 1.65269, 3.90742)  0.6208
C (3.55401, -1.61457, -1.93707)  0.3753
C (4.81859, -3.75338, -1.92610)  -0.6255
C (1.34612, 1.20001, 0.43172)  -1.2571
C (-0.29581, -0.77226, 0.49923)  -0.6493
C (4.31949, -2.66227, -2.65178)  0.9350
C (-4.11224, -2.12668, -0.84689)  -0.6540
H (-1.25831, -1.12199, 0.89866)  0.4970
H (2.65964, -0.81752, -3.68848)  0.1459
H (0.08194, 2.65320, 4.06130)  0.2981
H (-2.40192, -1.21566, -4.30215)  0.3147
H (-4.44335, -1.49649, -0.00016)  0.2729
H (-3.25061, 0.41396, -2.57457)  0.2834
H (-0.03430, -1.01715, -4.13259)  0.4019
H (-2.47394, 0.61615, 2.17429)  0.2647
H (-3.09935, -2.50960, -0.64034)  0.2693
H (-2.88564, 3.73750, 7.02081)  0.2524
H (-2.46627, -0.49185, -1.28526)  -0.0979
H (4.27757, -2.15877, -0.06862)  0.2463
H (-0.96145, 1.05779, -2.01659)  0.1928
H (-0.05379, -1.40972, -2.42268)  0.2741
H (0.38880, -1.63485, 0.55736)  0.3505
H (4.14706, -1.75919, -4.61825)  0.4037
H (-2.00971, -2.35188, -3.03448)  0.2594
H (1.55279, 1.30072, -3.66647)  0.4636
H (5.39293, -3.61939, -5.72142)  0.3532
H (4.66355, -3.86344, -0.85206)  0.1764
H (-4.48305, 2.13697, 5.95980)  0.3025
H (1.05680, 2.19122, -2.22572)  0.5106
H (-4.82267, -2.96134, -0.93915)  0.2588
H (6.23640, -5.53538, -4.40964)  0.3646
H (0.82276, 1.92304, -0.20665)  0.2036
H (0.94755, -0.06712, 2.12022)  0.0905
H (3.10557, -0.63334, 1.24060)  0.4529
H (-0.82611, 1.25840, -3.74579)  0.5080
H (-3.81314, 0.86593, 4.01771)  0.2036
H (-1.19353, -0.26117, 3.03038)  0.3904
H (-0.62713, 3.98189, 6.07629)  0.2966
H (2.03730, 1.76823, 1.07309)  0.5173
H (-0.47189, -0.49994, -0.54777)  -0.3960
H (5.89849, -5.62040, -1.97332)  0.3714

Forces on atoms 1 to 3 (eV/Å):
S -0.1 -0.1 0.2
O 0.0 0.0 -0.1
O -0.1 -0.1 0.0



(3)
C27H35AlF4N7O4SSe as an isolated structure in a non-equilibrium geometry. Source: the OMol25 dataset; level of theory: the ωB97M-V functional and the def2-TZVPD basis.

Its spin multiplicity is 1. As for the net charge: +1. The calculation puts the maximum force at 0.04612 hartree/bohr. As for the total energy: -140831.80972 eV. Its HOMO-LUMO gap is 8.79 eV.

Last column: Mulliken charge in e.
Positions of all 80 atoms, in Å:
Se (-2.21613, 1.33719, 2.01491)  -0.1330
S (0.24417, 1.23225, -0.57687)  0.2318
Al (-0.23143, -0.34970, 1.38041)  -1.0621
F (5.65002, 0.79430, 0.23029)  -0.4248
F (1.08349, 2.48163, 2.55974)  -0.3730
F (2.82018, 4.27855, 1.62959)  -0.4061
F (3.95336, -1.04345, 1.30951)  -0.4230
O (-3.35552, -5.97865, -4.41305)  -0.5800
O (-1.10360, -1.45476, 0.30023)  0.7716
O (0.33239, -3.10319, -0.09373)  -0.6047
O (-1.52980, -4.81740, -4.66968)  -0.5783
N (-0.73293, -1.37643, 2.99448)  0.4697
N (-2.08084, 3.57985, 0.29172)  0.5190
N (2.28393, 2.30442, -1.91601)  0.5964
N (-2.52461, -5.15756, -4.07113)  0.9764
N (-3.12866, 1.92788, -0.73219)  0.4521
N (2.39802, 0.01012, -1.77859)  0.4494
N (1.39879, -0.21020, 2.18347)  2.1889
C (2.43474, 0.66322, 1.92396)  -1.2092
C (-1.91612, -2.27350, 2.86647)  -1.2047
C (3.12907, 2.99091, 1.48942)  0.4984
C (-2.71711, -4.56324, -2.75580)  -0.3726
C (3.68076, 0.26110, 1.36744)  0.1843
C (-4.21875, -3.86630, -0.98862)  -1.2609
C (-0.99494, -0.47645, 4.17266)  -1.3126
C (1.77104, 3.60571, -1.58239)  -0.9594
C (-3.19836, -3.17516, -0.42647)  0.0083
C (-0.75226, -2.59096, -0.19159)  0.1749
C (-1.54206, 4.41401, 1.34706)  -0.8625
C (-1.65076, -3.93764, -2.09522)  -0.1818
C (4.51898, 1.20337, 0.83649)  0.5924
C (4.28170, 2.58605, 0.90527)  -0.5143
C (-3.65296, 0.58794, -1.14322)  -0.6272
C (-3.96781, -4.53163, -2.16965)  -0.3440
C (3.84170, -0.08881, -1.98532)  -1.4200
C (-3.18584, 3.05265, -1.54496)  -0.6278
C (0.52281, -2.15974, 3.24692)  -0.9931
C (-2.44686, 2.29838, 0.38143)  -0.7022
C (-2.55695, 4.04592, -0.94050)  -0.4466
C (2.24961, 2.04093, 2.03075)  0.1032
C (1.73604, -1.27478, -1.57235)  -1.5930
C (1.73799, 1.12157, -1.47871)  -0.6170
C (3.05636, 2.24208, -3.16437)  -1.3709
C (-1.91381, -3.22368, -0.95327)  0.4343
C (1.64905, -1.11117, 3.29756)  -0.5836
H (-3.30374, 0.43089, -2.16248)  0.3870
H (-2.03867, -0.15843, 4.16894)  0.6064
H (2.60011, -1.61835, 3.25041)  0.5414
H (-4.75439, -5.10557, -2.65829)  0.4698
H (0.73787, -1.31719, -1.96339)  0.7798
H (1.64539, -0.51787, 4.21225)  0.3677
H (4.34568, 0.89395, -1.80380)  0.3819
H (-4.75787, 0.60773, -1.05129)  0.3391
H (-2.10788, -2.85863, 3.76825)  0.5127
H (1.08796, 3.98965, -2.39624)  0.3429
H (-3.65751, 3.00528, -2.49369)  0.5541
H (-0.47964, 4.21707, 1.49561)  0.2055
H (-5.17753, -3.88453, -0.50295)  0.4843
H (0.46612, -2.76234, 4.16705)  0.4637
H (4.07788, 2.48992, -3.01431)  0.4007
H (-3.22844, -0.14732, -0.48312)  -0.0186
H (4.20991, -0.91635, -1.39235)  0.5461
H (1.65422, -1.55532, -0.54455)  0.3022
H (-0.70871, -3.93437, -2.57096)  0.6310
H (2.60717, 3.01767, -3.81781)  0.3821
H (-0.37245, 0.43385, 4.19844)  0.2458
H (5.03386, 3.24392, 0.48860)  0.5497
H (-2.38212, 5.05883, -1.26427)  0.4823
H (4.05533, -0.41312, -3.00338)  0.3521
H (2.64292, 4.25767, -1.50455)  0.3551
H (2.96538, 1.29413, -3.70851)  0.4318
H (-3.33501, -2.60376, 0.48454)  0.3153
H (1.17299, 3.51883, -0.68703)  0.1824
H (-2.76009, -1.73525, 2.53318)  0.3749
H (-1.76978, -3.03883, 2.09781)  0.3433
H (2.33936, -2.07141, -2.00018)  0.3635
H (-1.76104, 5.44668, 1.00508)  0.3235
H (-2.09812, 4.23828, 2.22827)  0.4255
H (-0.79800, -1.11089, 5.08279)  0.3685
H (0.69271, -2.69047, 2.32580)  0.3438

Forces on atoms 1 to 3 (eV/Å):
Se 0.4 -0.3 -1.0
S 0.4 -0.5 -0.3
Al -0.4 1.3 -0.4